Entry 1:
# C15H12MnN3O4Se

A molecular structure, C15H12MnN3O4Se (ωB97M-V/def2-TZVPD, the OMol25 dataset).

Computed properties:
Multiplicity ... 5
LUMO energy (spin up / spin down) ... -8.74 / -8.41 eV
HOMO-LUMO gap (spin up / spin down) ... 6.3 / 6.9 eV
HOMO energy (spin up / spin down) ... -15.04 / -15.30 eV
Maximum force ... 0.97 eV/Å
⟨S²⟩ ... 6.09
Total charge ... +2
E ... -125063.2245 eV

CARTESIAN COORDINATES (ANGSTROEM)
H1 -2.20221 -1.64532 -0.67911
H2 1.86589 -3.18564 4.21059
H3 -4.42124 -0.01630 0.29865
C1 -3.66298 2.96948 -1.20438
C2 -2.70418 0.42467 -0.96041
H4 3.94412 -1.82235 4.53478
H5 4.08779 1.59478 -0.45507
C3 3.72669 -0.75588 2.67517
N1 1.83192 -1.38367 1.42214
O1 2.18948 0.18757 -0.51086
C4 0.05746 1.38213 -3.14392
O2 -0.23084 -2.49951 0.66738
Se1 0.27846 -1.93114 -2.43744
N2 -0.89764 0.73789 -2.23492
C5 3.33982 -1.69647 3.64549
O3 -0.40875 -3.74524 2.54477
C6 -3.89009 0.72219 -0.28846
C7 0.15862 -2.93130 1.90560
C8 -0.87009 -0.54291 -1.82913
N3 -1.95612 -0.73570 -1.05098
O4 4.06380 1.05501 0.35852
H6 -4.07580 3.96588 -1.28779
C9 -2.02421 1.36786 -1.71564
H7 -1.97168 3.41240 -2.45573
C10 2.92955 -0.63441 1.56979
H8 4.61682 -0.15048 2.78784
H9 0.37968 2.32701 -2.71404
H10 -5.27492 2.29292 0.05624
H11 -0.42603 1.56129 -4.10135
C11 -2.48944 2.67500 -1.85669
C12 -4.35244 2.00784 -0.43166
C13 1.44852 -2.26740 2.32504
C14 3.05534 0.25780 0.38578
Mn1 0.78346 -1.26491 -0.22163
H12 0.90804 0.72545 -3.28608
C15 2.19321 -2.45852 3.47752

Cartesian forces (eV/Å) of the 2 atoms listed first:
-0.016 0.017 0.019
0.031 0.028 -0.009

Mulliken population analysis, charges in e, atoms 1 to 5: atom 1 (H): 0.3160, atom 2 (H): 0.5161, atom 3 (H): 0.4482, atom 4 (C): -0.6440, atom 5 (C): 0.4241

---

Entry 2:
# C2H3BrCl2

2 unconnected molecules or ions with the total composition C2H3BrCl2 at a distorted geometry (ωB97M-V/def2-TZVPD, the OMol25 dataset).

Computed properties:
Relative energy (zero: lowest compared OMol25 entry of this formula, charge and spin) ... 0.915 eV
LUMO energy ... 0.48 eV
HOMO-LUMO gap ... 10.0 eV
HOMO energy ... -9.50 eV
Maximum force ... 4.06 eV/Å
E ... -97208.7162 eV
Structure (SMILES) ... C=C(Cl)Br.Cl

CARTESIAN COORDINATES (ANGSTROEM)
Cl1 -1.05154 -2.00018 -0.27846
H1 -1.54468 -2.41188 -1.48592
Br1 2.09941 -0.36620 -0.52588
C1 -0.27438 0.93847 0.01216
H2 -0.88769 1.57612 0.46588
C2 0.89244 0.60817 0.52785
H3 -0.66701 0.47545 -0.79949
Cl2 1.43345 1.18006 2.08387

Cartesian forces (eV/Å) of the 2 atoms listed first:
-1.057 -1.130 -2.028
0.801 0.599 1.991

Mulliken population analysis, charges in e, atoms 1 to 5: atom 1 (Cl): -0.2584, atom 2 (H): 0.2677, atom 3 (Br): -0.0492, atom 4 (C): -0.8764, atom 5 (H): 0.3124

---

Entry 3:
# C57H37BrF7InN2O4S

A molecular structure, C57H37BrF7InN2O4S (ωB97M-V/def2-TZVPD, the OMol25 dataset).

Computed properties:
LUMO energy ... 4.02 eV
HOMO-LUMO gap ... 6.4 eV
HOMO energy ... -2.33 eV
Maximum force ... 0.60 eV/Å
Total charge ... -2
E ... -175958.7721 eV

CARTESIAN COORDINATES (ANGSTROEM)
F1 -4.60421 6.61297 -0.09457
F2 -3.30218 0.69427 -5.08103
H1 1.49301 1.59001 -3.27493
C1 4.47852 4.98853 2.10164
H2 -1.82895 -0.17036 4.04162
H3 -0.79055 4.65172 3.99616
C2 1.11357 -0.71835 4.71659
C3 0.45221 -2.47330 -1.86128
H4 4.83029 5.65589 2.87795
C4 -0.19626 -2.71388 -3.25033
S1 -0.94979 3.08335 -0.34082
H5 0.11147 -2.16066 -6.59031
H6 -0.25184 -5.76866 1.38661
H7 1.12688 0.27657 5.14984
F3 -3.05738 1.65318 1.36768
C5 1.84024 -6.02333 -1.26322
C6 1.60839 -4.78314 -1.84282
C7 2.40058 -0.12413 1.19971
F4 -2.26721 5.67457 -0.95756
C8 0.28847 0.29611 2.50709
C9 -2.73850 -0.11112 -2.35254
C10 -2.11312 3.13265 4.74382
C11 1.55910 -1.80396 5.46225
C12 0.28056 -5.49198 0.48172
C13 -1.58853 0.88792 4.06056
H8 3.94160 -2.98099 -0.81317
H9 -3.26654 1.40209 5.29074
In1 -0.22031 0.40294 -0.59676
C14 3.14157 4.99006 1.73440
C15 -1.45130 -3.32605 -3.26958
H10 1.92658 -1.64963 6.47160
F5 1.08082 2.09678 -5.80992
H11 -2.93603 -0.49636 0.89020
C16 -3.26755 -0.58543 -0.13899
F6 -6.21746 5.09603 1.48486
Br1 1.96508 6.21031 2.61650
H12 2.52759 -6.71990 -1.73177
H13 3.85219 -0.53960 2.71831
H14 6.38967 4.10149 1.71900
C17 1.81657 -1.72146 -2.04435
O1 3.88691 1.70445 -1.60199
H15 2.11013 -4.52341 -2.77073
H16 -5.02694 -1.74763 0.25637
H17 -0.64975 -3.53680 0.31325
C18 -1.75209 0.53036 -3.26353
H18 1.58968 4.15723 0.47432
C19 -1.56351 -3.13521 -5.66855
C20 0.64962 -0.89358 3.41345
C21 2.63847 4.14541 0.76014
C22 -4.61243 3.35659 1.42475
C23 -4.66531 -1.44622 -1.85388
C24 1.53330 -3.08443 4.91786
O2 -0.50275 -0.13295 1.45031
C25 -0.47806 1.33637 3.34453
C26 0.05486 -4.24905 -0.10319
C27 -2.12516 -3.54267 -4.45986
C28 4.85166 3.24812 0.47790
C29 -5.02927 4.62103 1.07114
H19 2.24405 1.28590 2.80544
H20 1.37679 -7.34320 0.37155
C30 0.73250 -3.87107 -1.25441
C31 0.15632 1.59979 -4.95153
C32 3.48916 -0.80265 1.73228
C33 -2.51682 3.61132 0.18156
C34 4.05851 -1.83313 1.00667
H21 1.29838 -1.77433 -4.48206
H22 1.36482 1.72181 1.31117
C35 3.52896 -2.16987 -0.22721
C36 -1.11523 1.38453 -5.44917
H23 1.57588 -0.76435 -2.50727
C37 -0.20030 2.69752 3.34117
O3 1.75302 2.11474 -1.03015
H24 -1.37814 1.63320 -6.46822
H25 -1.90086 -3.61110 -2.32416
C38 1.05073 -3.26716 3.62733
H26 -3.98605 -1.02979 -3.84449
H27 2.49688 -2.27885 -2.68750
C39 -3.39195 2.87935 0.99076
H28 -5.51849 -2.02981 -2.18281
H29 5.50078 2.54817 -0.03314
C40 -0.32924 -2.50555 -5.66052
C41 0.49862 1.34646 -3.64259
H30 1.88838 -3.93039 5.49826
C42 -2.39754 1.77023 4.75581
C43 -4.20771 5.38071 0.26757
H31 0.63928 3.08068 2.77244
C44 -2.04498 0.85721 -4.58159
C45 3.00252 2.27756 -0.94115
C46 -2.99792 4.87964 -0.16768
C47 1.18451 -6.37979 -0.08861
H32 -3.09925 -4.02134 -4.44843
C48 0.34811 -2.29593 -4.45960
H33 1.02883 -4.25913 3.18826
F7 -5.40756 2.59695 2.19609
C49 0.61514 -2.17618 2.88436
N1 1.92515 -0.43321 -0.01373
C50 -0.45631 0.80695 -2.78365
N2 -2.49317 0.01645 -1.04390
H34 -2.09096 -3.29678 -6.60193
H35 0.25156 -2.29598 1.86915
H36 4.90606 -2.37936 1.40577
C51 1.64012 0.90370 1.98222
H37 -2.74984 3.83002 5.27869
C52 -4.39529 -1.30140 -0.50040
C53 -3.82582 -0.86811 -2.79027
C54 5.33671 4.10578 1.45727
C55 -1.01532 3.59195 4.03200
C56 2.45740 -1.43730 -0.72215
C57 3.50652 3.25825 0.12895
O4 -0.42358 -1.76578 -1.08365

Cartesian forces (eV/Å) of the 2 atoms listed first:
-0.045 0.175 -0.066
-0.083 -0.027 -0.049

Mulliken population analysis, charges in e, atoms 1 to 5: atom 1 (F): -0.3338, atom 2 (F): -0.4399, atom 3 (H): 0.6673, atom 4 (C): -0.4347, atom 5 (H): 0.3180

---

Entry 4:
# C7H9NO4P2

2 unconnected molecules or ions with the total composition C7H9NO4P2 at a distorted geometry (ωB97M-V/def2-TZVPD, the OMol25 dataset).

Computed properties:
Relative energy (zero: lowest compared OMol25 entry of this formula, charge and spin) ... 3.403 eV
LUMO energy (spin up / spin down) ... 5.60 / 5.60 eV
HOMO-LUMO gap (spin up / spin down) ... 6.0 / 4.4 eV
HOMO energy (spin up / spin down) ... -0.40 / 1.20 eV
Maximum force ... 4.81 eV/Å
Total charge ... -2
E ... -35660.6341 eV

CARTESIAN COORDINATES (ANGSTROEM)
H1 2.82252 -1.69171 -0.57968
O1 1.60981 2.41814 -2.29986
C1 1.01157 -1.17362 2.29719
H2 1.31492 0.30771 -1.19329
C2 0.17510 0.31089 0.58853
P1 0.16707 2.70590 -1.94628
H3 2.80353 -2.22902 1.60621
N1 -0.74694 1.21898 0.15574
C3 1.23103 -0.13300 -0.27904
H4 -1.49637 2.69818 -3.22416
O2 -3.08290 3.13665 -2.38590
P2 -2.69225 2.40183 -1.14756
H5 -0.96334 -1.23607 -0.86021
H6 -0.78427 -0.15412 2.48286
O3 -0.53304 2.88240 -3.41455
C4 2.01684 -1.17189 0.09497
O4 -2.95815 3.02710 0.17307
C5 -0.95695 1.60508 -1.15008
C6 2.00355 -1.61870 1.43894
C7 -0.03324 -0.32401 1.81956
H7 -3.54704 1.15260 -1.11206
H8 0.85251 -1.40441 3.31287
H9 -1.65272 1.25894 0.67239

Cartesian forces (eV/Å) of the 2 atoms listed first:
-1.693 1.420 1.032
-0.128 -0.192 0.868

Mulliken population analysis, charges in e, atoms 1 to 5: atom 1 (H): 0.1719, atom 2 (O): -0.6359, atom 3 (C): -0.5005, atom 4 (H): 0.5212, atom 5 (C): 0.1183